Below is a cluster of 16 separate species, C62H82Br2N14O in total at a distorted geometry, with properties calculated with ωB97M-V/def2-TZVPD.

Summary:
Highest occupied orbital energy ... -0.281 hartree
Lowest unoccupied orbital energy ... 0.211 eV
DFT total energy ... -228611.401 eV
Molecular weight ... 1199.24 g mol⁻¹
Orbital gap ... 7.86 eV

Element x y z (Å)
O 2.93809 3.34634 2.84771
H 2.91057 -3.28755 1.74614
C -1.18746 6.89254 1.98242
H -2.85792 0.61061 -2.88116
C 0.42542 2.24455 -5.17490
H -1.97022 -6.45537 -1.66104
H -1.46240 -4.72057 -3.63551
C -2.31941 6.46274 0.15845
H 0.68303 -6.47948 0.21785
H 2.14595 -1.38598 -5.65359
N 2.36927 -4.17680 -3.88209
H 1.98095 0.98909 4.81249
C -0.60069 -0.57496 0.20508
H -1.49053 -0.10472 -4.83972
C 2.19490 3.51284 -5.14692
H -3.18812 6.01685 2.11800
H 1.51063 2.24331 1.75625
N 6.48375 -1.43582 2.59617
C 0.96133 4.33197 3.29322
C -2.09168 -4.80760 4.26107
H 0.18605 3.63208 3.60497
H -0.85499 6.98940 3.00540
C 6.44190 -1.03935 3.89018
H 5.48245 1.37241 -1.87745
H -4.94570 -5.71535 3.08590
H 4.59025 -0.22119 -3.93916
Br 1.54324 -0.75630 6.59935
C 1.35609 -3.52346 -3.25859
C 5.72926 -2.59332 2.47636
H 6.99750 -0.16247 4.18814
C -0.45477 7.41114 0.88628
H 0.47272 5.35000 -1.56047
H 4.45249 -3.63479 3.93796
C 0.56592 1.15151 -0.77997
H 6.95471 -0.99152 1.82100
H 3.38113 -2.11331 -2.89615
H -4.46114 2.37831 4.19458
H -2.80982 -2.31697 -6.00904
C 2.12509 3.13914 1.66664
C 1.42899 1.56998 -4.50609
H 2.80163 3.22584 0.81642
C -1.99976 3.45594 -2.66158
C -5.34558 -1.60305 0.52899
C -1.75673 -4.51322 -2.61729
H -4.66278 -0.04423 4.84326
H 0.35910 -1.54608 -3.69525
C 2.80350 -3.36644 -4.87823
C -3.02312 -1.76040 -5.10841
H -2.93497 6.10977 -0.65573
C -3.14487 -4.67387 3.34445
H -3.03839 -2.42159 -0.56706
N -5.75024 -0.85251 1.50706
C 1.13211 4.23675 1.83023
H 2.74840 4.42004 -5.33932
C -2.50630 -4.59307 -0.50638
H 3.51124 -3.73644 -5.60527
C 5.54350 -1.79566 4.62851
H 1.62752 -0.11767 2.77984
H 2.64054 -1.15021 3.75585
H 0.85969 -3.95089 -2.39994
C -1.87402 0.59746 3.33388
H -2.93175 3.24248 -4.70338
H -1.41763 -1.02067 0.75313
C 1.08078 -2.30845 -3.94894
H 4.19297 3.87574 -2.64681
C -6.43969 -1.63764 2.39621
H 0.42810 4.08155 -6.19276
C -2.39802 -0.63338 -4.58796
C 3.51998 4.54917 -2.13693
C 2.51826 6.14063 -0.95482
H 2.80367 -6.69274 -0.92759
H 1.32276 5.18795 1.33327
H 4.50461 -4.82959 -0.09422
H -1.41583 1.43717 0.17346
C -0.61913 0.75982 -0.09649
N -1.21829 7.14715 -0.22822
H -4.73355 -1.13525 -0.22797
N 1.38354 -5.76267 0.34264
H -6.68357 -3.81615 2.47026
H 1.30668 0.63379 -3.98169
N 2.17830 4.32272 -2.19457
C 1.64933 -0.70013 3.70091
H -0.97004 3.72593 -2.84371
H -0.61625 2.05086 -5.38418
C 4.94927 0.43468 -1.82488
C -2.42331 1.87603 3.41876
C -4.09713 -2.01058 -4.29607
C 4.57675 -0.28197 -0.68789
Br 0.36913 -2.25093 3.52703
C -3.67177 1.67945 3.96030
H 0.23602 3.88800 1.31692
C 2.61782 -5.85968 -0.26587
C -6.29616 -2.93956 1.97237
C 4.56311 -0.35076 -2.86731
N -4.01882 -5.68079 3.48566
H 5.31081 -1.67262 5.67594
H -1.05883 7.33583 -1.20754
C 0.60825 -1.06237 -0.19229
H -4.89807 -2.71753 -4.45461
H 2.77133 4.92325 3.96293
H -2.10359 -2.44845 -2.78597
C -5.66721 -2.87232 0.77476
C 3.93640 -1.42945 -1.00847
N -3.05637 -0.18803 -3.46673
H -3.31284 -3.84025 2.67868
C -2.70765 -0.27705 4.06910
H -5.61002 0.14716 1.54040
H -2.94466 -4.98629 0.39895
C 2.26803 3.96588 3.82783
H 2.45727 6.95261 -0.24533
H 4.74355 0.02190 0.33497
H -2.01892 2.82287 3.09264
C -3.48270 -6.47684 4.44714
C -2.26798 -5.94490 4.90683
H -2.14986 3.38163 -0.46770
C -3.95164 2.97090 -1.69341
C 2.02351 -2.19130 -4.94445
C 1.54598 5.28909 -1.45662
N 1.26558 -0.04312 -0.88282
H -3.98811 -7.36068 4.80740
H -1.34687 -4.06590 4.50913
N -4.10645 2.96496 -3.02523
H -1.66343 -6.38484 5.68617
H 3.48658 -2.23596 -0.44848
H 0.76935 2.13523 -1.17658
H 4.73734 6.01151 -1.19927
C 2.64189 -4.14379 1.14526
H -1.00473 0.35032 2.74256
C 1.24898 0.18383 4.87475
H 0.51472 7.87276 0.77050
H 0.52261 -4.53998 1.83654
H 3.41569 2.10931 -3.88248
H 0.53536 5.28599 3.60385
C -2.65900 3.32986 -1.41875
C -2.51842 -3.27776 -0.97079
N 3.90157 -1.41013 -2.39139
H 2.14827 -0.15920 -1.35977
C 1.39795 -4.71062 1.22739
C -4.13375 -1.03356 -3.36548
H 0.22105 0.54370 4.91895
H 1.70137 3.63472 -2.75963
H -2.61976 -1.32802 4.30176
H 2.77725 -5.07435 -3.66289
H -4.97203 2.72050 -3.48471
H 1.05308 -2.03710 -0.05660
C 2.55370 2.36600 -4.48038
N 0.93902 3.40918 -5.63869
C 3.72748 5.66800 -1.36837
H -5.41254 -3.74343 0.18935
N -2.00431 -3.26820 -2.20438
C -1.99816 -5.38030 -1.56180
H -4.86438 -0.81270 -2.60142
C -2.37695 6.42619 1.53418
C -2.93882 3.28194 -3.62413
C 3.46556 -4.88258 0.19555
H 2.07714 3.38136 4.72783
H -4.75291 2.86838 -0.97657
N -3.83333 0.36300 4.43549
H 5.44851 -2.99214 1.51276
H -6.82094 -1.06754 3.23050
C 5.17253 -2.84941 3.76154